Formula: C8H5F2NO4Re
Source: the Open Molecules 2025 dataset
Level of theory: ωB97M-V with the def2-TZVPD basis set

```
21
Properties=species:S:1:pos:R:3:mulliken_charge:R:1
Re 0.420 -1.513 -0.900 1.32
O -3.236 0.311 -0.069 -0.33
C -2.033 -0.062 -0.205 0.53
O -1.670 -1.135 -0.748 -0.66
C -0.932 0.830 0.283 0.36
C -1.008 2.070 0.902 -0.39
C 0.185 2.737 1.196 -0.36
C 1.413 2.175 0.842 -0.46
C 1.401 0.941 0.214 0.55
N 0.265 0.278 -0.033 -0.26
C 2.649 0.162 -0.328 0.37
O 3.735 0.620 -0.248 -0.38
O 2.247 -0.967 -0.852 -0.51
H -3.936 -0.282 -0.424 0.44
H -1.968 2.507 1.149 0.52
H 0.159 3.707 1.678 0.49
H 2.349 2.678 1.049 0.51
F 0.845 -3.427 -1.739 -0.17
C -0.014 -3.552 -0.690 0.09
F -1.200 -3.823 -1.161 -0.11
H 0.330 -4.256 0.082 0.44
```

frontier orbital gap (alpha / beta): 7.28 / 7.36 eV
2S+1: 2
LUMO (alpha / beta): -11.0 / -10.7 eV
total charge: +2



Formula: C8H5N2O5W
Source: the Open Molecules 2025 dataset
Level of theory: ωB97M-V with the def2-TZVPD basis set

```
21
Properties=species:S:1:pos:R:3:mulliken_charge:R:1
O 1.075 4.937 1.013 -0.11
C 0.914 4.197 0.169 0.13
W -0.256 -0.536 -1.041 0.92
C -0.842 -2.575 -0.194 0.32
O -1.132 -3.399 0.549 -0.05
C -0.899 -3.232 -2.908 0.14
O -1.194 -4.080 -3.643 -0.03
C 1.425 -0.493 -2.047 0.60
O 2.469 -0.293 -2.629 -0.14
C -1.881 0.226 -1.882 0.48
O -2.756 0.866 -2.335 -0.09
H 0.236 0.974 -0.449 -0.03
N 0.459 1.460 1.722 -0.01
C 1.025 0.375 2.331 -0.13
C 0.751 -0.827 1.677 -0.15
N -0.457 -0.630 0.969 -0.35
C -0.436 0.847 0.566 -0.26
H 0.079 2.259 2.281 0.40
H 1.467 0.524 3.350 0.44
H 1.406 -1.739 1.782 0.43
H -1.452 1.137 0.719 0.49
```

frontier orbital gap (alpha / beta): 6.62 / 6.24 eV
2S+1: 3
LUMO (alpha / beta): -15.5 / -15.9 eV
total charge: +3



Formula: C8H6
Source: the Open Molecules 2025 dataset
Level of theory: ωB97M-V with the def2-TZVPD basis set

```
14
Properties=species:S:1:pos:R:3:mulliken_charge:R:1
C -0.356 1.471 0.229 -0.15
C -1.620 0.862 0.619 -0.29
C 1.613 0.364 -1.038 -0.65
C 0.588 0.900 -0.470 -0.01
C -2.578 -1.364 -0.319 -0.69
C 3.565 -0.859 0.716 0.20
C -2.093 -0.261 0.151 0.14
C 2.734 -0.331 -0.039 -0.48
H -0.211 2.497 0.545 0.35
H -2.192 1.406 1.361 0.35
H 1.870 0.296 -2.076 0.34
H -2.337 -2.317 0.121 0.25
H -3.247 -1.372 -1.166 0.25
H 4.265 -1.292 1.366 0.40
```

frontier orbital gap: 9.68 eV
LUMO: 0.7 eV



Formula: C8H67AlF3I2O29
Source: the Open Molecules 2025 dataset
Level of theory: ωB97M-V with the def2-TZVPD basis set

```
110
Properties=species:S:1:pos:R:3:mulliken_charge:R:1
C 4.029 -1.150 0.325 -0.18
O 2.760 -1.215 -0.352 -0.27
C 2.705 -0.415 -1.572 -0.44
Al 0.802 0.435 -1.599 -0.34
C -0.344 -0.730 -0.312 -0.73
C -1.896 -0.468 -0.466 -0.08
O -2.205 0.831 -1.032 -0.37
C -2.708 -0.571 0.908 0.63
F -2.076 -1.298 1.898 -0.27
F -2.984 0.707 1.434 -0.24
F -3.927 -1.247 0.631 -0.16
C 0.780 2.421 -1.096 0.36
I -0.331 3.754 -2.450 -0.10
C 1.385 2.996 0.019 -0.40
C 2.222 2.100 1.020 -0.45
I 1.305 5.135 0.508 -0.01
H 4.550 -2.154 0.340 0.18
H 3.788 -0.891 1.416 0.17
H 4.718 -0.334 -0.039 -0.06
H 2.739 -1.090 -2.478 0.25
H 3.453 0.439 -1.597 0.22
H 0.187 0.267 -3.049 -0.18
H 0.037 -0.650 0.749 0.32
H -0.175 -1.814 -0.631 0.32
H -2.352 -1.245 -1.165 0.21
H -3.178 0.807 -1.159 0.18
H 3.044 2.762 1.440 0.49
H 1.542 1.712 1.832 0.11
H 2.730 1.304 0.429 -0.05
O -6.357 -2.633 -0.809 -0.64
H -5.627 -2.084 -0.497 0.32
H -6.705 -3.032 -0.007 0.29
O -0.004 3.387 3.171 -0.54
H -0.681 3.439 2.486 0.22
H -0.045 4.248 3.606 0.32
O 1.730 8.454 1.086 -0.60
H 2.192 9.266 0.837 0.32
H 1.768 7.911 0.289 0.22
O 6.558 1.525 0.446 -0.63
H 7.016 2.333 0.191 0.30
H 6.585 0.982 -0.349 0.30
O -3.406 3.845 1.255 -0.53
H -3.152 2.916 1.268 0.29
H -4.296 3.851 1.628 0.31
O -0.372 4.538 6.078 -0.63
H -0.125 3.606 6.091 0.31
H -1.269 4.547 6.430 0.30
O -5.985 0.460 -1.621 -0.62
H -6.672 1.014 -1.235 0.29
H -6.209 -0.432 -1.327 0.31
O -3.018 -4.041 3.724 -0.65
H -2.550 -3.238 3.463 0.34
H -2.993 -4.591 2.934 0.32
O 0.037 0.719 -5.223 -0.50
H -0.836 0.946 -5.566 0.28
H 0.373 0.073 -5.855 0.24
O 4.819 -3.633 1.782 -0.61
H 5.063 -4.564 1.798 0.30
H 3.931 -3.618 2.153 0.30
O -3.228 5.124 -3.494 -0.60
H -3.256 4.798 -2.586 0.27
H -3.843 4.552 -3.964 0.28
O -5.185 5.126 -1.156 -0.60
H -4.613 5.546 -0.502 0.29
H -5.947 5.717 -1.216 0.32
O -7.470 6.347 -2.549 -0.63
H -8.341 6.570 -2.892 0.29
H -7.128 5.702 -3.181 0.32
O 3.915 -5.773 0.377 -0.49
H 3.465 -5.307 -0.336 0.29
H 4.580 -6.307 -0.077 0.22
O 3.553 -6.751 -2.298 -0.58
H 2.679 -6.520 -2.636 0.26
H 3.887 -7.399 -2.930 0.30
O 8.592 0.057 -0.676 -0.65
H 9.086 0.175 0.143 0.31
H 8.772 -0.857 -0.928 0.33
O 2.163 10.736 -0.509 -0.65
H 1.484 10.784 -1.191 0.32
H 2.124 11.598 -0.079 0.31
O 6.295 -5.725 -2.787 -0.65
H 5.339 -5.826 -2.685 0.38
H 6.596 -5.460 -1.911 0.31
O 5.385 -8.533 -0.198 -0.62
H 5.629 -9.465 -0.181 0.27
H 4.495 -8.518 0.174 0.32
O -4.790 -1.204 -3.761 -0.62
H -5.479 -0.648 -3.372 0.31
H -5.014 -2.094 -3.466 0.31
O -5.258 1.896 2.568 -0.67
H -5.606 1.114 3.015 0.26
H -4.499 1.561 2.074 0.33
O -7.339 -0.700 0.944 -0.61
H -6.611 -0.148 1.257 0.33
H -7.685 -1.103 1.747 0.28
O -3.134 2.372 4.935 -0.59
H -4.007 2.597 4.592 0.32
H -2.796 1.726 4.305 0.32
O -7.593 0.268 3.645 -0.63
H -7.399 1.103 4.088 0.32
H -8.459 0.414 3.246 0.33
O 10.155 0.612 -3.504 -0.66
H 9.697 0.546 -2.656 0.36
H 9.443 0.685 -4.149 0.32
O 4.350 -11.203 -0.716 -0.62
H 3.725 -11.783 -0.268 0.31
H 3.962 -11.070 -1.588 0.32
O 1.514 -7.358 1.349 -0.62
H 2.249 -6.806 1.649 0.31
H 1.174 -7.758 2.156 0.30
```

frontier orbital gap: 5.71 eV
LUMO: 1.3 eV
total charge: -1



Formula: C8H6Br2FNO5Sn
Source: the Open Molecules 2025 dataset
Level of theory: ωB97M-V with the def2-TZVPD basis set

```
24
Properties=species:S:1:pos:R:3:mulliken_charge:R:1
C -1.881 -1.467 3.144 -1.18
C -0.935 -0.880 2.061 0.61
Br 0.985 -1.127 2.428 -0.09
C -1.336 -0.253 0.946 -0.68
Br -3.223 -0.027 0.492 -0.02
C -0.345 0.335 -0.042 0.24
O -0.521 1.693 -0.442 -0.41
C -1.262 1.672 -1.638 0.40
O -2.060 2.434 -1.908 -0.24
O -0.795 0.530 -2.353 -0.45
C -0.158 -0.356 -1.454 0.78
C 1.434 -0.189 -1.860 0.29
O 2.106 -1.241 -2.163 -0.46
N 2.095 1.020 -1.949 -0.01
C 2.952 1.273 -0.809 0.51
O 3.852 0.636 -0.470 -0.29
F 2.581 2.348 -0.080 -0.16
H -2.934 -1.152 3.012 0.40
H -1.525 -1.029 4.112 0.38
H -1.747 -2.576 3.156 0.31
H 0.694 0.363 0.372 0.59
H -0.516 -1.454 -1.600 0.12
H 1.432 1.786 -2.119 0.34
Sn 1.104 -2.337 -0.836 1.01
```

frontier orbital gap: 6.02 eV
LUMO: -10.7 eV
total charge: +2



Formula: C8H6Br2O
Source: the Open Molecules 2025 dataset
Level of theory: ωB97M-V with the def2-TZVPD basis set

```
17
Properties=species:S:1:pos:R:3:mulliken_charge:R:1
C -2.295 -0.795 -0.055 -0.39
C -1.269 -1.697 0.121 -0.63
C -2.031 0.479 -0.510 -0.54
C 0.055 -1.329 -0.186 -0.50
C -0.709 0.930 -0.651 -0.33
C 0.350 0.049 -0.479 1.26
C 1.993 1.080 1.730 0.23
C 1.709 0.402 -0.752 -0.43
O 2.046 0.180 2.523 -0.35
Br 2.286 1.966 -1.531 -0.07
Br 3.142 -0.858 -0.861 -0.10
H -3.341 -0.976 0.097 0.37
H -1.530 -2.630 0.491 0.45
H -2.906 1.017 -0.861 0.34
H 0.833 -2.078 -0.046 0.26
H -0.333 1.974 -0.834 0.19
H 2.000 2.285 1.803 0.23
```

frontier orbital gap (alpha / beta): 7.59 / 7.25 eV
LUMO (alpha / beta): 0.0 / -0.7 eV



Formula: C8H6Cl2N2O3ScTm
Source: the Open Molecules 2025 dataset
Level of theory: ωB97M-V with the def2-TZVPD basis set

```
23
Properties=species:S:1:pos:R:3:mulliken_charge:R:1
Sc -0.618 0.388 -4.020 1.03
Tm 0.843 0.765 -0.472 1.38
Cl -0.169 -1.171 -2.064 -0.25
Cl -0.230 2.278 -2.326 -0.29
C 2.202 2.593 0.328 0.03
C 0.671 -1.045 -4.920 0.37
C 0.759 1.560 -5.199 0.38
O 2.762 3.546 0.668 0.10
O 1.436 -1.897 -5.143 0.11
O 1.573 2.164 -5.772 0.12
N 1.250 -1.702 1.461 -0.30
C 0.077 -1.100 1.880 0.98
C -0.704 -1.573 2.932 -0.80
C -1.808 -0.821 3.329 -0.18
C -2.118 0.370 2.656 -0.83
C -1.332 0.795 1.601 0.06
N -0.216 0.072 1.233 0.04
H 1.564 -1.549 0.492 0.04
H 1.412 -2.645 1.799 0.31
H -0.419 -2.524 3.401 0.39
H -2.430 -1.163 4.159 0.48
H -2.986 0.961 2.961 0.44
H -1.519 1.697 1.016 0.42
```

frontier orbital gap (alpha / beta): 3.60 / 3.60 eV
2S+1: 3
LUMO (alpha / beta): -17.8 / -17.8 eV
total charge: +4



no.,total energy (eV)
1,-25601.747
2,-23378.458
3,-8387.157
4,-99710.952
5,-168732.232
6,-150521.730
7,-92746.928